(1)
Density functional theory data (wB97M-V/def2-TZVPD) for a 3-piece molecular cluster, C8H14NO6P overall.

The geometry in XYZ format:
```
30
Properties=species:S:1:pos:R:3:forces:R:3:lowdin_charge:R:1
P 2.47958 0.36765 1.89213 -0.019 -0.190 -0.069 0.844
O 2.66137 -1.92618 -4.79879 -0.036 0.002 0.000 0.128
O 2.27516 0.86400 0.28824 0.028 0.084 -0.028 -0.522
O 0.62657 -0.12113 -0.67997 -0.165 0.018 -0.064 0.048
O 1.24006 0.27099 4.97705 0.004 0.025 -0.007 0.088
O 0.88527 -1.84221 -6.15427 0.004 -0.001 -0.012 0.020
O -0.52890 -0.16102 3.68261 0.010 -0.002 -0.019 -0.006
N 1.77894 -0.17202 -0.58368 0.091 -0.055 0.050 -0.089
C 1.56639 -1.50898 -5.02661 0.052 0.024 0.034 -0.483
C -0.67658 -0.74109 -4.78060 0.054 -0.006 0.037 -0.152
C 0.07953 0.43178 4.73732 0.016 0.044 0.028 -0.507
C -0.92695 1.28683 5.48549 -0.130 -0.150 -0.037 -0.074
C -2.26756 0.76772 4.97126 0.061 -0.002 0.037 -0.151
C -0.35856 -1.12828 -6.22094 -0.029 0.024 0.007 -0.160
C -1.89383 0.27745 3.57561 -0.048 0.028 0.006 -0.153
C 0.72082 -0.56643 -4.18877 -0.255 -0.111 -0.142 -0.078
H -1.09847 -1.78345 -6.67423 0.027 -0.022 -0.008 0.123
H -1.93818 1.07555 2.83131 -0.009 0.012 0.009 0.127
H -3.06116 1.51145 4.95788 0.022 0.021 -0.028 0.114
H -2.48963 -0.56298 3.22897 0.033 -0.020 -0.003 0.125
H 0.78117 -0.82833 -3.13865 0.143 0.028 0.032 0.094
H -1.30759 0.14237 -4.70942 0.028 0.021 -0.031 0.114
H 3.84957 0.70067 2.00005 0.032 0.083 0.080 -0.108
H -2.59846 -0.07305 5.58203 -0.015 0.002 -0.008 0.118
H -1.18822 -1.56481 -4.28103 -0.012 0.006 -0.007 0.118
H -0.21853 -0.25438 -6.86143 -0.009 0.013 0.010 0.125
H 1.10444 0.44583 -4.33003 0.033 0.004 0.042 0.134
H 2.04008 1.58184 2.45258 0.011 0.047 0.075 -0.093
H -0.78431 1.18189 6.55733 0.060 0.058 -0.003 0.125
H -0.75201 2.32830 5.20857 0.017 0.015 0.018 0.131
```
Forces are in eV/Å.

Calculated values
Max |F| ... 0.0061 hartree/bohr
Kohn-Sham gap ... 0.3443 hartree
E_tot ... -31583.900 eV
Relative energy (zero: lowest compared OMol25 entry of this formula, charge and spin) ... 48.6 kcal per mole

(2)
Density functional theory data (wB97M-V/def2-TZVPD) for a 14-piece molecular cluster, C3H34O13S overall.

The geometry in XYZ format:
```
51
Properties=species:S:1:pos:R:3:forces:R:3:lowdin_charge:R:1
S -0.98432 -2.78825 2.91130 0.292 0.377 0.220 0.673
O 1.62619 2.92637 1.37663 0.153 -0.004 -0.077 -0.056
O -3.64879 0.94481 -1.65344 -0.323 -1.429 -0.331 -0.066
O 2.99932 -1.49691 -2.15722 1.095 0.462 -0.737 -0.081
O 1.08832 2.51703 -1.22149 -0.322 0.320 -1.336 -0.064
O 1.09978 -3.28868 -2.76623 0.997 1.226 -1.011 -0.106
O -4.79792 0.57060 1.09736 0.210 -0.554 -0.521 -0.061
O 1.78993 -2.76392 -0.19683 -0.063 0.052 0.453 -0.098
O 3.84104 0.92787 -1.42854 0.255 -0.151 0.661 -0.069
O 3.88665 -0.70190 0.68038 -0.489 0.468 -0.657 -0.053
O -0.99516 -1.79685 -3.22783 -0.993 0.187 0.001 -0.025
O -1.89049 2.21878 2.88789 1.588 0.325 0.080 -0.067
O 0.78286 1.58400 3.60699 -1.164 -0.418 0.119 -0.050
O -2.49539 2.50319 0.29400 0.461 0.048 -0.772 -0.077
C -1.00713 -0.15900 -0.26076 0.975 -1.418 -1.683 -0.080
C -0.78642 -1.42341 0.57650 -2.269 0.841 0.716 -0.336
C -1.09773 -1.13671 2.06355 0.214 -2.132 -1.425 -0.515
H 4.40922 -1.37040 1.11151 0.191 -0.374 0.116 0.053
H -1.13733 -3.51980 1.78534 0.082 0.193 0.330 -0.143
H 1.86283 -2.75472 -3.12548 -0.789 -1.006 0.678 0.048
H -1.05012 2.62004 2.55396 -1.118 -0.108 0.134 0.053
H -3.90176 0.86358 1.28066 -0.009 0.080 0.318 -0.012
H 0.05264 -2.01888 0.44053 2.147 -0.013 -0.231 0.026
H -1.22345 0.68581 0.36025 0.010 0.362 0.003 0.032
H 2.98158 -0.53487 -1.99081 -0.131 0.087 0.066 0.018
H 0.39502 -2.61420 -2.90516 -0.083 -0.735 0.179 -0.011
H -4.07201 1.44320 -2.34698 0.114 0.569 0.093 0.039
H 3.39347 -1.12345 -0.05845 0.114 -0.338 0.736 0.021
H 1.59889 -2.83545 -1.16303 0.348 -0.475 0.488 -0.005
H -0.10117 -0.00487 -0.85575 0.162 0.569 0.330 0.066
H 2.63104 -3.18571 -0.00161 -0.180 -0.191 -0.378 0.041
H 3.12177 1.56085 -1.37472 -0.035 0.236 0.331 0.015
H -4.64583 0.03855 0.29181 -0.355 0.423 0.303 0.035
H -3.33491 2.96683 0.29571 -0.151 0.023 0.615 0.071
H -1.53398 -2.15222 0.31121 -0.843 -0.254 -0.293 0.076
H 1.14476 2.41676 -2.18978 0.224 -0.231 0.427 0.071
H -1.35326 -2.10139 -4.06335 0.243 -0.005 -0.556 0.070
H 2.15043 3.45804 0.76714 -0.119 0.195 0.186 0.054
H 3.87255 -1.53685 -2.58091 -0.208 -0.280 0.055 0.080
H 4.03845 0.60399 -0.50184 -0.217 0.482 -0.940 0.042
H -1.49849 1.76852 3.65838 -0.462 -0.182 -0.205 0.056
H 1.54050 2.10213 0.88376 -0.143 -0.143 0.040 0.035
H -2.32712 2.06316 1.14612 -0.455 0.549 0.181 -0.007
H -1.73411 -2.02081 -2.64625 0.234 0.231 0.430 0.072
H -2.16046 -0.99891 1.99327 -0.394 1.221 0.874 0.044
H 1.52385 1.40375 4.17633 0.488 0.208 0.019 0.049
H -1.74655 -0.28572 -1.08576 0.078 0.187 1.065 0.058
H 0.97758 2.30011 2.99588 0.863 0.133 0.048 -0.009
H 0.26782 3.03282 -1.17458 0.094 -0.150 0.602 0.065
H -3.10832 1.46054 -1.04688 0.086 0.708 -0.066 -0.026
H -0.44425 -0.36747 2.47725 -0.402 -0.171 0.323 0.055
```
Forces are in eV/Å.

Calculated values
Max |F| ... 0.0500 hartree/bohr
Kohn-Sham gap ... 0.3017 hartree
E_tot ... -41115.163 eV
Relative energy (zero: lowest compared OMol25 entry of this formula, charge and spin) ... 34.0 kcal per mole

(3)
Density functional theory data (wB97M-V/def2-TZVPD) for B4F16Tl as an isolated structure.

The geometry in XYZ format:
```
21
Properties=species:S:1:pos:R:3:forces:R:3:lowdin_charge:R:1
Tl -0.14030 -0.02120 1.03114 1.053 -0.322 -3.724 1.843
F 0.02539 0.96189 -1.46214 -1.106 -0.458 0.830 0.151
F -4.78969 1.26758 0.47584 0.304 -1.332 -0.412 0.118
F 1.79079 -0.44153 -1.12067 -0.398 0.346 0.041 0.145
F 4.11269 -0.68919 3.13079 -0.972 -0.012 -0.480 0.126
F 0.40794 -2.37675 -0.61837 0.290 0.332 1.254 0.151
F -3.85527 1.25822 -1.66560 0.075 -0.248 0.038 0.208
F 2.81178 -0.56926 1.13709 -0.129 -0.367 0.161 0.107
F -1.23828 -1.64083 -1.98860 -0.009 0.059 0.024 0.174
F 2.06277 1.38692 -2.48076 -0.371 0.058 0.367 0.191
F -1.70043 -2.05093 0.17214 0.132 1.426 2.230 0.125
F 3.83870 1.28279 2.07691 -0.132 0.265 -0.225 0.163
F -3.34461 2.80814 0.00265 0.689 0.631 -0.655 0.114
F 2.00831 0.28110 2.97970 -2.503 0.243 0.884 0.096
F -2.50284 0.74152 0.06839 2.191 -1.892 0.996 0.056
F -1.27680 -3.79908 -1.21567 -0.051 0.051 0.293 0.171
F 1.72870 1.63365 -0.20531 -0.470 0.058 1.270 0.136
B 1.43310 0.87466 -1.36982 1.275 -0.227 -1.029 -1.294
B -3.67351 1.50203 -0.33779 -1.638 2.341 0.988 -1.228
B 3.24285 0.07708 2.33548 1.795 -0.232 -0.482 -1.241
B -0.94131 -2.48682 -0.94541 -0.024 -0.721 -2.368 -1.313
```
Forces are in eV/Å.

Calculated values
Max |F| ... 0.0755 hartree/bohr
Kohn-Sham gap ... 0.1230 hartree
E_tot ... -50897.727 eV
Net charge ... -1
Relative energy (zero: lowest compared OMol25 entry of this formula, charge and spin) ... 12.7 kcal per mole